[1]
This record from the Open Molecules 2025 dataset describes a structure of composition C33H40ClIN3O3Si2TcTe. The level of theory is wB97M-V/def2-TZVPD.

Positions of all 85 atoms, in Å:
I1 4.2840 0.7624 3.2718
Te1 -2.2449 2.0286 -1.3896
Tc1 0.3835 -0.5284 0.1280
Cl1 6.0158 3.1261 -1.6171
Si1 -4.8588 1.9268 -3.4170
Si2 -0.2291 4.6837 -2.1101
O1 -1.0741 -0.8991 -1.2260
O2 -0.3454 1.3522 0.5959
O3 2.0047 -0.1042 1.2109
N1 1.6292 0.4279 -1.3524
N2 0.9038 -2.5222 -0.1004
N3 -0.4034 -1.3504 1.8448
C1 1.4247 0.6402 -2.6343
C2 -5.3016 0.2769 -2.6707
C3 -0.9754 -0.6800 2.7728
C4 -5.5576 3.3320 -2.4051
C5 -1.6784 -2.3444 -4.4883
C6 -5.3840 2.0360 -5.1986
C7 -2.9535 2.0845 -3.3847
C8 3.4618 1.8763 -2.8706
C9 0.5940 -3.2997 -1.0653
C10 4.9743 1.9210 0.5473
C11 -0.0626 -2.7661 2.0604
C12 -0.0424 3.9134 -3.8034
C13 -0.0973 -2.8669 -2.2599
C14 1.1853 -3.0779 1.2253
C15 2.9189 0.6352 0.6149
C16 -0.9303 1.6536 1.7385
C17 -0.0547 -3.6957 -3.3913
C18 -0.3426 6.5364 -2.2557
C19 -1.2164 3.0118 1.9779
C20 -1.8669 3.4412 3.1129
C21 4.8272 2.1764 -0.7862
C22 -0.8049 -3.4327 -4.5123
C23 2.3309 1.3561 -3.4321
C24 -1.9080 4.1134 -1.3795
C25 -1.9496 1.2044 3.9094
C26 1.1366 4.1731 -0.9581
C27 3.7098 1.6777 -1.4950
C28 -0.9539 -1.7383 -2.2462
C29 -2.2587 2.5290 4.0936
C30 -1.7605 -1.5323 -3.3786
C31 -1.2924 0.7297 2.7585
C32 2.7642 0.9247 -0.7725
C33 4.0293 1.1501 1.2478
H1 -2.7294 4.5358 -1.9641
H2 -2.7654 2.8589 4.9887
H3 2.0495 -2.5644 1.6449
H4 2.1200 1.4833 -4.4846
H5 -4.9211 1.2495 -5.7977
H6 -2.4955 1.2627 -3.9355
H7 -2.3143 -2.1463 -5.3423
H8 -6.3868 0.1715 -2.6079
H9 1.3710 -4.1531 1.1879
H10 0.5894 -4.5673 -3.3649
H11 -0.8245 4.2570 -4.4844
H12 -5.2284 4.3021 -2.7852
H13 -2.2106 0.4851 4.6773
H14 1.0630 3.1225 -0.6705
H15 -0.8536 3.7218 1.2478
H16 4.1745 2.4327 -3.4638
H17 -5.1148 2.9987 -5.6367
H18 -5.2720 3.2645 -1.3515
H19 -6.6487 3.3237 -2.4410
H20 -1.2357 -1.2028 3.6953
H21 -0.0693 2.8218 -3.7719
H22 -2.0137 4.4527 -0.3502
H23 1.1091 4.7655 -0.0401
H24 -1.1485 6.8388 -2.9272
H25 -2.0563 4.4982 3.2518
H26 0.5909 6.9410 -2.6532
H27 -0.8912 -3.3861 1.7081
H28 -0.5169 7.0035 -1.2845
H29 0.1087 -2.9775 3.1168
H30 -0.7458 -4.0744 -5.3795
H31 0.7827 -4.3697 -0.9591
H32 -2.6201 3.0195 -3.8338
H33 -2.4763 -0.7246 -3.3384
H34 5.8335 2.3158 1.0720
H35 -4.9286 -0.5507 -3.2778
H36 -4.9048 0.1587 -1.6590
H37 2.1121 4.3402 -1.4213
H38 -6.4670 1.9234 -5.2834
H39 0.9171 4.2033 -4.2378
H40 0.5186 0.2241 -3.0593

Summary:
* HOMO level (spin up / spin down): -0.356 / -0.362 Ha
* charge: +1
* M: 970.830 g mol⁻¹
* 2S+1: 4
* Kohn-Sham gap (spin up / spin down): 7.235 / 4.703 eV

[2]
This record from the Open Molecules 2025 dataset describes a structure of composition CH2CdO4. The level of theory is wB97M-V/def2-TZVPD.

Positions of all 8 atoms, in Å:
Cd1 -0.4171 -1.2269 0.6257
O1 -1.2715 -0.1122 -0.7368
O2 0.2414 0.4883 -2.2919
O3 0.7293 -0.2988 1.9385
O4 0.2933 -1.5080 -1.2695
C1 -0.3159 -0.3924 -1.6034
H1 0.5190 -0.1243 2.8626
H2 1.4203 0.3729 1.6233

Summary:
* HOMO level: -0.294 Ha
* charge: 0
* M: 190.435 g mol⁻¹
* Kohn-Sham gap: 6.030 eV

[3]
This record from the Open Molecules 2025 dataset describes the molecule C3H8N4S. The level of theory is wB97M-V/def2-TZVPD.

Positions of all 16 atoms, in Å:
S1 -2.5211 -0.1766 0.1000
N1 0.0210 1.8214 -0.3274
N2 0.5861 0.8612 0.3699
N3 -1.0486 -0.9232 -0.3552
N4 1.1449 -1.3409 -0.1705
C1 2.0901 0.7384 -0.1270
C2 0.1662 -0.4705 0.0482
C3 2.3235 -0.6827 0.3248
H1 -2.3713 0.5651 1.3340
H2 2.2521 0.9026 -1.0878
H3 -0.6362 2.7137 0.1818
H4 3.1168 -1.3615 -0.1099
H5 0.9117 -2.3842 -0.7741
H6 2.3748 -0.8072 1.3479
H7 -0.4971 1.3805 -1.0823
H8 2.7834 1.3755 0.4960

Summary:
* HOMO level: -0.267 Ha
* charge: 0
* M: 132.192 g mol⁻¹
* Kohn-Sham gap: 7.994 eV

[4]
This record from the Open Molecules 2025 dataset describes a structure of composition C31H33AsBaN2O2P. The level of theory is wB97M-V/def2-TZVPD.

Positions of all 71 atoms, in Å:
Ba1 -0.2923 -0.2635 0.5764
As1 2.4965 -0.8995 -0.3605
P1 0.3016 1.6203 2.7928
O1 -2.0255 1.1339 0.7652
O2 -1.9024 -0.5850 2.1201
N1 0.3881 -2.6902 1.0294
N2 0.1232 -4.7256 2.3527
C1 0.8747 3.3293 2.4986
C2 1.8771 5.4195 3.1266
C3 1.0281 5.1292 0.9021
C4 -0.7886 -5.7721 1.9427
C5 0.6404 3.8419 1.2244
C6 1.3780 0.9609 4.1045
C7 -2.4398 1.4661 3.0832
C8 2.7514 1.1968 4.1151
C9 -1.3351 2.6300 4.8771
C10 1.6548 5.9174 1.8531
C11 -1.2660 1.9398 3.6702
C12 5.7343 -1.4168 1.4823
C13 0.2447 -3.6467 1.6636
C14 3.2419 -1.1896 1.4617
C15 0.8408 0.0160 4.9763
C16 4.4073 -3.4034 1.6124
C17 1.6587 -0.6640 5.8580
C18 6.8875 -2.1782 1.5547
C19 2.7903 -2.6158 -1.2511
C20 6.8011 -3.5566 1.6575
C21 4.0197 0.0471 -1.1657
C22 5.5581 -4.1690 1.6879
C23 -2.1787 0.6051 1.8776
C24 4.4792 -2.0161 1.5150
C25 3.0239 -0.4249 5.8639
C26 1.4903 4.1318 3.4555
C27 -3.7260 2.3895 4.8742
C28 3.5674 0.5037 4.9912
C29 0.9080 -4.9601 3.5455
C30 -2.5644 2.8460 5.4769
C31 -3.6673 1.6880 3.6801
H1 3.4321 -3.8750 1.6449
H2 3.7860 -2.9982 -1.0148
H3 1.6835 3.7526 4.4489
H4 1.9693 6.9182 1.6024
H5 3.1819 1.9319 3.4464
H6 0.1353 3.2273 0.4847
H7 -0.4313 2.9744 5.3602
H8 1.2252 -1.3777 6.5420
H9 5.7977 -0.3387 1.4258
H10 4.9323 -0.5318 -1.0088
H11 -2.6242 3.3693 6.4205
H12 -1.4958 -5.9826 2.7479
H13 -4.5691 1.3144 3.2199
H14 3.4369 -0.1866 1.8586
H15 -0.2246 -0.1773 4.9578
H16 -4.6820 2.5595 5.3446
H17 0.8360 5.5196 -0.0857
H18 2.4567 -1.6537 2.0629
H19 4.1362 1.0371 -0.7219
H20 3.8557 0.1641 -2.2387
H21 0.2436 -5.1489 4.3920
H22 7.6992 -4.1514 1.7234
H23 1.5424 -5.8380 3.3986
H24 -1.3327 -5.4625 1.0526
H25 2.7144 -2.4638 -2.3305
H26 4.6306 0.6882 4.9934
H27 1.5359 -4.0973 3.7617
H28 3.6628 -0.9659 6.5432
H29 -0.2257 -6.6824 1.7224
H30 2.3515 6.0420 3.8692
H31 7.8551 -1.6977 1.5362
H32 5.4945 -5.2452 1.7722
H33 2.0374 -3.3411 -0.9485

Summary:
* HOMO level: -0.402 Ha
* charge: +1
* M: 708.841 g mol⁻¹
* Kohn-Sham gap: 8.733 eV

Short version: max |F| = 0.15 4.35 7.51 5.54 eV/A, in the order given.
Short version: E = -91351.6369 -13820.8259 -20031.4012 -110574.1996 eV, in the order given.